1.
Here is 2 unconnected molecules or ions with the total composition C4H8NS at a distorted geometry from the Open Molecules 2025 dataset. Energies are from ωB97M-V with the def2-TZVPD basis set.

Summary:
Total energy (eV): -16593.091
Orbital gap (Ha): 0.296
Max |F| (hartree/bohr): 0.100
LUMO (eV): -5.523
Net charge: +1
E_HOMO (eV): -13.589

Each line ends with the natural charge from an NBO analysis.
CARTESIAN COORDINATES (ANGSTROEM)
C1 0.99089 2.27144 0.08881  0.033
C2 0.82844 1.06267 -0.04252  -0.088
C3 1.00414 -1.18617 -0.88891  -0.704
C4 0.67715 -0.27201 0.15598  0.383
N1 0.28944 -0.72338 1.32798  -0.604
S1 -2.27782 0.24225 0.03529  -0.345
H1 0.95936 3.28875 -0.02884  0.252
H2 0.05285 -1.37259 -1.41572  0.293
H3 1.33621 -2.15394 -0.55004  0.274
H4 1.44996 -0.60311 -1.69646  0.281
H5 -2.67596 -0.04143 -1.13667  0.173
H6 0.32585 -1.69315 1.56221  0.432
H7 -0.08396 -0.08031 1.96724  0.427
H8 -2.87653 1.26100 0.62166  0.193

2.
Here is a gas-phase ion, C4H8NS (charge +1) at a distorted geometry from the Open Molecules 2025 dataset. Energies are from ωB97M-V with the def2-TZVPD basis set.

Summary:
Total energy (eV): -16591.717
Orbital gap (spin up / spin down) (Ha): 0.265 / 0.258
Max |F| (hartree/bohr): 0.082
LUMO (spin up / spin down) (eV): -5.937 / -6.078
Net charge: +1
E_HOMO (spin up / spin down) (eV): -13.149 / -13.091

Each line ends with the natural charge from an NBO analysis.
CARTESIAN COORDINATES (ANGSTROEM)
C1 0.31995 -1.06305 0.51133  -0.172
C2 1.61996 -1.08755 0.13206  -0.338
C3 0.23219 1.37734 0.63117  -0.144
C4 -1.25133 0.06805 -0.90375  -0.456
N1 -0.50303 0.13812 0.47151  -0.453
S1 2.47852 0.36823 -0.38764  0.208
H1 -0.10511 -2.08261 0.85081  0.271
H2 2.10207 -2.08460 -0.23860  0.300
H3 0.01583 2.13753 -0.11040  0.237
H4 0.62542 1.73608 1.66568  0.281
H5 -0.59640 0.17757 -1.80418  0.268
H6 -1.89880 -0.89654 -1.05138  0.276
H7 -1.90981 1.04882 -1.08461  0.251
H8 -1.12946 0.16260 1.31800  0.473

3.
Here is a molecular structure, C4H8NaO2 at a distorted geometry from the Open Molecules 2025 dataset. Energies are from ωB97M-V with the def2-TZVPD basis set.

Summary:
Total energy (eV): -12782.350
Orbital gap (Ha): 0.335
Max |F| (hartree/bohr): 0.086
LUMO (eV): -4.520
Net charge: +1
E_HOMO (eV): -13.636

Each line ends with the natural charge from an NBO analysis.
CARTESIAN COORDINATES (ANGSTROEM)
O1 -0.32724 -1.12233 1.13118  -0.495
O2 0.24837 0.88717 -0.78947  -0.648
C1 -1.33179 -0.61198 0.26144  -0.111
C2 -1.01778 0.81350 -0.14337  -0.116
C3 0.93890 -1.04866 0.48507  -0.111
C4 1.25291 0.37683 0.08026  -0.116
H1 -1.41409 -1.25073 -0.63894  0.176
H2 -2.29383 -0.67204 0.80578  0.230
H3 -1.02746 1.46993 0.74795  0.205
H4 -1.76950 1.20313 -0.85650  0.194
H5 0.94859 -1.70510 -0.40625  0.176
H6 1.69062 -1.43829 1.19820  0.230
H7 2.21495 0.43688 -0.46408  0.194
H8 1.33521 1.01557 0.98064  0.205
Na1 0.55212 1.64612 -2.39190  0.987